Record 1
{
  "formula": "C14H22BNO2Ru",
  "method": "ωB97M-V/def2-TZVPD",
  "elements": ["C", "C", "C", "C", "C", "Ru", "C", "C", "C", "N", "H", "H", "H", "H", "H", "H", "H", "H", "H", "H", "C", "C", "C", "O", "B", "O", "C", "C", "C", "H", "H", "H", "H", "H", "H", "H", "H", "H", "H", "H", "H"],
  "coordinates": [[0.0147, -1.3336, -3.7969], [-1.3086, -1.4303, -3.2755], [-1.2345, -2.0866, -2.0138], [0.1328, -2.3770, -1.7469], [0.9073, -1.9105, -2.8511], [-0.0462, -0.0186, -1.8434], [-1.0433, 1.5934, -2.7796], [0.3516, 1.8555, -3.2651], [0.6982, 2.4233, -4.4559], [1.2659, 1.2880, -2.3434], [-2.0750, -2.2888, -1.3474], [-2.2145, -1.0653, -3.7594], [0.5248, -2.8480, -0.8437], [1.9935, -1.9676, -2.9455], [0.2983, -0.8309, -4.7241], [-1.8188, 1.6053, -3.5559], [2.2525, 1.4135, -2.5806], [-1.3062, 2.2268, -1.9127], [-0.0649, 2.8647, -5.1031], [1.7486, 2.5146, -4.7585], [-1.6428, 0.0110, 3.5536], [-0.5978, 0.4983, 2.5299], [-0.2891, 1.9890, 2.8478], [-1.1395, 0.4384, 1.2358], [0.0666, 0.1895, 0.4392], [1.2701, -0.1274, 1.2143], [0.6979, -0.4019, 2.4697], [1.7132, -0.0901, 3.5879], [0.3836, -1.9262, 2.5383], [-2.5381, 0.6694, 3.5302], [-1.2229, 0.0233, 4.5816], [-1.9967, -1.0133, 3.3167], [-1.2161, 2.5968, 2.7679], [0.1003, 2.1079, 3.8809], [0.4542, 2.4089, 2.1372], [1.2631, -0.2695, 4.5876], [2.6097, -0.7381, 3.4830], [2.0692, 0.9586, 3.5321], [-0.3437, -2.2280, 1.7546], [1.3122, -2.5162, 2.3839], [-0.0313, -2.2073, 3.5294]],
  "lowdin_charge": [-0.178, -0.210, -0.175, -0.194, -0.190, 1.249, -0.208, -0.566, 0.028, -0.089, 0.111, 0.105, 0.106, 0.108, 0.113, 0.051, 0.083, 0.056, 0.055, 0.051, -0.015, -0.534, -0.017, 0.029, -0.354, 0.031, -0.531, -0.015, -0.017, 0.095, 0.094, 0.087, 0.097, 0.089, 0.100, 0.094, 0.095, 0.087, 0.092, 0.097, 0.089],
  "homo_lumo_gap_ev": [5.9, 7.1],
  "de_lowest_kcal_mol": 0.0,
  "largest_force_ev_per_a": 3.82,
  "multiplicity": 5
}

Record 2
{
  "formula": "C31H40NO2",
  "method": "ωB97M-V/def2-TZVPD",
  "elements": ["C", "C", "C", "C", "C", "C", "C", "C", "C", "C", "C", "C", "C", "C", "C", "C", "C", "C", "C", "C", "C", "C", "H", "H", "H", "H", "H", "H", "H", "H", "H", "H", "H", "H", "H", "H", "H", "H", "H", "H", "H", "H", "H", "H", "H", "H", "H", "H", "H", "H", "H", "C", "C", "O", "C", "C", "N", "C", "C", "C", "C", "C", "O", "H", "H", "H", "H", "H", "H", "H", "H", "H", "H", "H"],
  "coordinates": [[-1.1212, -5.3116, -2.9614], [-0.3310, -4.3867, -2.0784], [-0.1205, -4.7676, -0.7499], [0.4028, -3.8854, 0.1835], [0.4785, -4.4032, 1.5974], [0.7361, -2.5697, -0.2219], [1.0111, -1.4711, 0.8035], [2.4546, -1.5201, 1.4012], [-0.0586, -1.3221, 1.9420], [-1.6010, -1.3391, 1.5115], [-2.1896, -0.0295, 1.9546], [-2.9329, 0.7482, 1.0206], [-2.7197, 0.6276, -0.4752], [-3.9901, 1.5009, 1.5072], [-4.0784, 1.7657, 2.8948], [-5.1165, 2.7325, 3.3810], [-3.2718, 1.0597, 3.8063], [-2.2909, 0.1783, 3.3555], [-1.4939, -0.6359, 4.3829], [0.8460, -2.2897, -1.6056], [1.5305, -1.0422, -2.1324], [0.2238, -3.1710, -2.5050], [-1.2163, -4.8871, -3.9658], [-0.6089, -6.2774, -3.0293], [-2.1178, -5.5025, -2.5371], [-0.3750, -5.7759, -0.4115], [1.4397, -4.1656, 2.0678], [-0.3341, -3.9766, 2.2151], [0.3198, -5.4977, 1.6505], [1.0515, -0.4694, 0.3231], [3.1947, -1.5712, 0.5873], [2.6983, -0.5955, 1.9632], [2.6263, -2.3938, 2.0521], [-0.0618, -2.1616, 2.6655], [0.3625, -0.4088, 2.4980], [-1.6024, -1.3778, 0.3725], [-3.1502, 1.4980, -1.0029], [-1.6381, 0.5157, -0.6677], [-3.1889, -0.2530, -0.9504], [-4.7244, 1.9123, 0.7841], [-5.0440, 2.8011, 4.4667], [-4.9838, 3.7244, 2.9440], [-6.0922, 2.3642, 3.0584], [-3.3713, 1.1794, 4.9067], [-1.8650, -0.4555, 5.4168], [-1.5110, -1.7405, 4.2636], [-0.4221, -0.3472, 4.3907], [1.6516, -1.0945, -3.2247], [0.9594, -0.1265, -1.9346], [2.5217, -0.8803, -1.6889], [0.1482, -2.8941, -3.5708], [-2.7104, -7.1120, 2.8349], [-2.8326, -6.2170, 1.6328], [-2.7136, -4.8444, 2.1933], [-2.5671, -3.8081, 1.3321], [-2.6337, -2.4096, 1.9836], [-4.0911, -2.0665, 1.6269], [-4.4004, -2.0389, 0.3054], [-5.6142, -1.5185, -0.1713], [-6.5147, -0.9616, 0.7310], [-6.1867, -0.9961, 2.0748], [-4.9979, -1.5807, 2.5331], [-2.3953, -3.9581, 0.1197], [-2.7929, -8.1833, 2.5526], [-1.7474, -6.8889, 3.3268], [-3.5139, -6.8709, 3.5448], [-2.0727, -6.4214, 0.8798], [-3.8128, -6.3014, 1.1435], [-2.7087, -2.6027, 3.1056], [-3.6003, -2.3253, -0.3342], [-5.8460, -1.5428, -1.2382], [-7.4801, -0.6018, 0.3473], [-6.9360, -0.5264, 2.7607], [-4.7387, -1.4950, 3.5811]],
  "lowdin_charge": [-0.045, -0.266, -0.050, -0.208, -0.016, -0.120, -0.294, -0.045, -0.092, -0.155, -0.138, -0.204, -0.023, -0.015, -0.262, -0.045, -0.013, -0.205, -0.036, -0.201, -0.041, 0.002, 0.078, 0.086, 0.080, 0.115, 0.083, 0.061, 0.094, 0.128, 0.082, 0.087, 0.072, 0.091, 0.140, 0.146, 0.097, 0.089, 0.066, 0.137, 0.080, 0.090, 0.077, 0.130, 0.092, 0.072, 0.090, 0.084, 0.074, 0.081, 0.123, -0.066, -0.180, -0.012, -0.414, -0.061, 0.045, -0.002, 0.011, -0.021, -0.018, 0.032, 0.089, 0.099, 0.088, 0.084, 0.106, 0.133, 0.162, 0.119, 0.133, 0.137, 0.143, 0.146],
  "smiles": "CCOC(=O)[C@@H]([C@H](C[C@@H](C)c1c(C)cc(C)cc1C)c1c(C)cc(C)cc1C)[n+]1ccccc1",
  "homo_lumo_gap_ev": 6.6,
  "charge": 1,
  "largest_force_ev_per_a": 2.85
}

Record 3
{
  "formula": "C62H78F5N2OOsP2SSbSi",
  "method": "ωB97M-V/def2-TZVPD",
  "elements": ["Os", "C", "Si", "C", "C", "C", "C", "C", "C", "P", "C", "C", "C", "C", "C", "C", "C", "C", "C", "C", "C", "C", "C", "C", "C", "C", "C", "C", "P", "C", "C", "C", "C", "C", "C", "C", "C", "C", "C", "C", "C", "H", "H", "H", "H", "H", "H", "H", "H", "H", "H", "H", "H", "H", "H", "H", "H", "H", "H", "H", "H", "H", "H", "H", "H", "H", "H", "H", "H", "H", "H", "H", "H", "H", "H", "H", "H", "H", "H", "H", "H", "H", "H", "H", "H", "H", "H", "H", "H", "H", "H", "H", "H", "H", "H", "H", "F", "C", "F", "C", "F", "F", "F", "N", "C", "N", "C", "C", "O", "C", "C", "H", "H", "H", "H", "H", "H", "H", "H", "S", "Sb", "C", "C", "C", "C", "C", "C", "C", "C", "C", "C", "C", "C", "C", "C", "C", "C", "C", "C", "H", "H", "H", "H", "H", "H", "H", "H", "H", "H", "H", "H", "H", "H", "H"],
  "coordinates": [[0.7155, 0.2814, 0.1275], [4.2795, 1.3419, 0.2341], [2.6576, 1.5793, -0.6292], [2.9801, 1.4087, -2.4564], [4.0457, 2.0363, -3.1185], [4.0689, 2.1172, -4.5019], [3.0220, 1.5790, -5.2470], [2.0115, 0.8838, -4.6088], [2.0190, 0.7770, -3.2130], [0.9011, -0.2876, -2.2961], [1.3078, -2.0261, -2.8155], [1.8436, -2.2461, -4.2515], [3.3458, -1.9979, -4.4484], [4.1875, -2.7192, -3.4024], [3.7068, -2.3529, -2.0027], [2.2418, -2.7513, -1.8379], [-0.7698, 0.1665, -2.8222], [-1.1833, 0.0676, -4.3096], [-1.3233, 1.4560, -4.9363], [-2.3926, 2.2850, -4.2063], [-2.3298, 2.1098, -2.6686], [-0.9620, 1.5764, -2.2588], [2.1930, 3.4056, -0.5272], [2.8441, 4.3990, -1.2713], [2.5054, 5.7376, -1.1418], [1.5189, 6.1228, -0.2431], [0.8755, 5.1594, 0.5123], [1.2084, 3.8137, 0.3581], [0.5052, 2.5242, 1.3830], [-1.1771, 2.9743, 2.0348], [-2.3256, 2.8143, 1.0069], [-2.8230, 4.1276, 0.4132], [-3.2751, 5.0520, 1.5348], [-2.0745, 5.4542, 2.3763], [-1.2951, 4.2495, 2.9292], [1.6477, 2.5218, 2.8390], [2.2058, 3.9061, 3.2280], [3.1139, 3.7389, 4.4477], [2.3344, 3.2279, 5.6828], [0.9708, 2.6443, 5.2989], [1.1087, 1.7393, 4.0744], [4.9923, 2.0746, -0.1613], [4.6765, 0.3421, 0.0574], [4.2155, 1.4950, 1.3124], [4.8640, 2.4682, -2.5511], [4.8917, 2.6127, -5.0031], [3.0201, 1.6627, -6.3266], [1.2478, 0.4037, -5.2047], [0.3134, -2.4750, -2.7547], [1.2634, -1.6963, -4.9938], [1.6593, -3.3088, -4.4474], [3.5752, -0.9360, -4.3942], [3.6189, -2.3287, -5.4526], [5.2382, -2.4525, -3.5293], [4.1107, -3.8049, -3.5375], [3.8274, -1.2750, -1.8421], [4.3074, -2.8599, -1.2469], [1.8992, -2.5991, -0.8246], [2.1684, -3.8180, -2.0436], [-1.3975, -0.5053, -2.2480], [-2.1539, -0.4354, -4.3485], [-0.5047, -0.5582, -4.8894], [-1.5881, 1.3572, -5.9893], [-0.3639, 1.9778, -4.9013], [-3.3825, 1.9923, -4.5614], [-2.2652, 3.3369, -4.4650], [-3.0925, 1.3977, -2.3331], [-2.5380, 3.0554, -2.1701], [-0.8675, 1.5254, -1.1579], [-0.1716, 2.2495, -2.6062], [3.6146, 4.1325, -1.9816], [3.0155, 6.4825, -1.7407], [1.2602, 7.1680, -0.1259], [0.1360, 5.4584, 1.2340], [-1.2853, 2.1527, 2.7298], [-3.1744, 2.3469, 1.5188], [-2.0346, 2.1301, 0.2241], [-3.6496, 3.9198, -0.2669], [-2.0304, 4.6101, -0.1713], [-4.0117, 4.5281, 2.1557], [-3.7625, 5.9419, 1.1372], [-2.3894, 6.0608, 3.2262], [-1.4392, 6.0987, 1.7692], [-1.8071, 3.9234, 3.8384], [-0.3134, 4.5805, 3.2542], [2.4932, 1.9819, 2.4357], [1.4222, 4.6257, 3.4660], [2.7732, 4.3162, 2.3941], [3.5925, 4.6924, 4.6696], [3.9147, 3.0381, 4.1914], [2.1973, 4.0315, 6.4069], [2.9164, 2.4514, 6.1826], [0.2523, 3.4447, 5.1004], [0.5740, 2.0677, 6.1379], [0.1577, 1.2510, 3.8561], [1.8078, 0.9376, 4.3149], [3.0738, -1.2995, 0.5376], [2.0261, -0.8306, 1.2637], [2.5756, -0.0270, 2.2292], [1.5946, -2.0707, 2.1090], [2.6290, -2.4493, 2.8576], [0.5813, -1.7737, 2.9333], [1.2438, -3.1197, 1.3630], [-0.8587, 0.1086, 1.5564], [-1.6154, -0.1143, 2.3975], [-2.4694, -0.4045, 3.3394], [-3.8459, 0.1285, 3.3351], [-3.9947, 1.1061, 4.4824], [-3.6178, 0.5047, 5.7054], [-2.2634, 0.0854, 5.7055], [-2.0223, -0.9609, 4.6373], [-4.5278, -0.7115, 3.4731], [-4.0513, 0.5995, 2.3763], [-5.0352, 1.4073, 4.5837], [-3.3827, 1.9994, 4.2931], [-2.0581, -0.3276, 6.6907], [-1.6041, 0.9467, 5.5351], [-2.6152, -1.8539, 4.8349], [-0.9732, -1.2344, 4.5746], [-0.9187, -1.7903, -0.2451], [-1.3046, -4.0632, -0.5291], [-2.8183, -4.0329, -1.9875], [-2.9493, -5.0628, -2.9186], [-3.9021, -4.9617, -3.9247], [-4.7323, -3.8517, -3.9864], [-4.6211, -2.8412, -3.0379], [-3.6589, -2.9211, -2.0399], [-2.1045, -4.5842, 1.3332], [-3.2773, -3.9286, 1.7052], [-3.8021, -4.1420, 2.9726], [-3.1516, -4.9889, 3.8638], [-1.9912, -5.6483, 3.4829], [-1.4629, -5.4530, 2.2117], [0.2626, -5.2714, -1.1757], [0.3800, -5.5284, -2.5429], [1.4411, -6.2970, -2.9989], [2.3805, -6.7873, -2.1008], [2.2677, -6.5139, -0.7427], [1.2037, -5.7592, -0.2695], [-2.3402, -5.9554, -2.8547], [-3.9971, -5.7558, -4.6551], [-5.4747, -3.7779, -4.7710], [-5.2882, -1.9885, -3.0724], [-3.5574, -2.1169, -1.3220], [-3.7925, -3.2741, 1.0108], [-4.7294, -3.6606, 3.2600], [-3.5588, -5.1451, 4.8557], [-1.4978, -6.3241, 4.1704], [-0.5775, -5.9991, 1.9165], [-0.3345, -5.1287, -3.2502], [1.5345, -6.5136, -4.0565], [3.2067, -7.3862, -2.4612], [3.0102, -6.8880, -0.0491], [1.1385, -5.5351, 0.7865]],
  "lowdin_charge": [0.827, -0.162, 0.534, -0.297, -0.080, -0.040, -0.046, -0.098, -0.370, 0.989, -0.383, -0.160, -0.173, -0.177, -0.178, -0.216, -0.452, -0.157, -0.188, -0.161, -0.160, -0.228, -0.266, -0.053, -0.042, -0.043, -0.074, -0.381, 1.079, -0.362, -0.189, -0.193, -0.185, -0.184, -0.160, -0.377, -0.187, -0.161, -0.169, -0.194, -0.173, 0.050, 0.039, 0.028, 0.108, 0.118, 0.120, 0.093, 0.069, 0.087, 0.118, 0.088, 0.123, 0.118, 0.116, 0.097, 0.121, 0.049, 0.088, 0.017, 0.120, 0.086, 0.122, 0.099, 0.114, 0.115, 0.122, 0.094, 0.045, 0.124, 0.089, 0.117, 0.118, 0.071, 0.045, 0.100, 0.058, 0.113, 0.117, 0.120, 0.120, 0.123, 0.095, 0.111, 0.071, 0.062, 0.097, 0.115, 0.116, 0.117, 0.113, 0.114, 0.098, 0.110, 0.065, 0.119, 0.018, -0.517, -0.002, -0.596, 0.183, 0.128, 0.087, -0.069, -0.252, -0.024, -0.082, -0.170, -0.098, -0.161, -0.073, 0.133, 0.122, 0.141, 0.120, 0.142, 0.117, 0.130, 0.123, 0.321, 1.453, -0.346, -0.119, -0.057, -0.055, -0.066, -0.149, -0.352, -0.127, -0.078, -0.063, -0.056, -0.101, -0.357, -0.143, -0.061, -0.046, -0.046, -0.119, 0.099, 0.118, 0.116, 0.112, 0.066, 0.094, 0.110, 0.116, 0.117, 0.089, 0.093, 0.119, 0.119, 0.119, 0.085],
  "homo_lumo_gap_ev": 7.5,
  "charge": 2,
  "largest_force_ev_per_a": 3.45
}

Record 4
{
  "formula": "C5H8N2O",
  "method": "ωB97M-V/def2-TZVPD",
  "elements": ["C", "C", "C", "C", "C", "H", "H", "H", "H", "H", "H", "H", "H", "N", "N", "O"],
  "coordinates": [[2.0351, -0.4202, -0.1783], [-0.1539, 0.4356, 0.7410], [-0.9702, 1.3181, -0.0923], [-1.7953, -1.0811, -0.0879], [-0.2940, -0.7680, -0.1018], [2.4485, -1.5386, -0.4286], [-0.3403, 0.2664, 1.8842], [-0.2379, 1.6046, -1.0298], [-1.3132, 2.3979, 0.2843], [-2.9378, 0.5619, -0.7665], [-2.2312, -1.7931, -0.9266], [-2.1366, -1.5922, 0.8264], [-0.1880, -0.4917, -1.1518], [0.9664, -0.4455, 0.5048], [-2.1163, 0.4096, -0.2231], [2.7570, 0.4911, -0.2935]],
  "lowdin_charge": [-0.458, -0.214, -0.210, -0.115, -0.226, 0.178, 0.195, 0.160, 0.147, 0.096, 0.139, 0.095, 0.133, 0.044, -0.052, 0.090],
  "smiles": "O=CN1[C@H]2CNC[C@@H]21",
  "homo_lumo_gap_ev": 9.9,
  "de_lowest_kcal_mol": 148.0,
  "largest_force_ev_per_a": 6.71
}

Record 5
{
  "formula": "C10H24BFN2O8S3",
  "method": "ωB97M-V/def2-TZVPD",
  "elements": ["N", "C", "C", "N", "B", "O", "O", "S", "O", "O", "F", "H", "H", "H", "H", "H", "H", "H", "H", "C", "C", "C", "S", "O", "O", "C", "H", "H", "H", "H", "H", "H", "H", "H", "C", "C", "C", "S", "O", "O", "C", "H", "H", "H", "H", "H", "H", "H", "H"],
  "coordinates": [[0.3615, -1.4202, -2.0094], [-0.5457, -2.5741, -2.1359], [-0.5585, -3.2534, -3.5492], [0.7879, -3.4555, -4.1493], [1.5634, -4.5559, -3.5082], [1.5640, -5.8795, -3.8965], [2.3498, -4.2262, -2.3787], [0.7384, -3.5467, -5.8161], [0.3902, -4.8310, -6.3346], [-0.1130, -2.5486, -6.3888], [2.2482, -3.1748, -6.2793], [1.0548, -1.3873, -2.7618], [0.9105, -1.5850, -1.1677], [-0.3705, -3.3501, -1.3443], [-1.5842, -2.1819, -1.9727], [-1.2512, -2.6727, -4.2025], [-1.0544, -4.2542, -3.4273], [2.4713, -6.1855, -3.7194], [1.7632, -4.0005, -1.6408], [-3.3143, 1.7446, 1.0488], [-2.4291, 1.0481, 2.0879], [-1.9988, -0.2973, 1.4973], [-1.9908, -0.0848, -0.2848], [-3.0176, -0.9306, -0.8549], [-0.6261, -0.1094, -0.7690], [-2.5817, 1.6025, -0.2810], [-3.4873, 2.7918, 1.3003], [-4.2857, 1.2446, 0.9962], [-1.5478, 1.6605, 2.2838], [-2.9516, 0.9121, 3.0367], [-1.0018, -0.5828, 1.8290], [-2.7113, -1.0863, 1.7394], [-3.2222, 1.7728, -1.1447], [-1.7108, 2.2579, -0.3232], [1.3657, 3.7366, 4.8619], [2.8128, 3.7056, 4.3588], [2.8197, 2.9495, 3.0259], [1.1966, 3.1923, 2.3039], [0.5200, 1.9174, 2.2510], [1.3100, 4.0440, 1.1495], [0.5178, 4.1383, 3.6601], [1.2399, 4.4334, 5.6907], [1.0744, 2.7417, 5.2094], [3.1658, 4.7283, 4.2036], [3.4809, 3.2353, 5.0806], [3.5762, 3.3364, 2.3460], [2.9655, 1.8798, 3.1733], [-0.5388, 3.9056, 3.7817], [0.6451, 5.1954, 3.4240]],
  "lowdin_charge": [-0.045, -0.234, -0.155, -0.084, -0.706, 0.183, 0.134, 0.667, -0.235, -0.256, -0.155, 0.085, 0.078, 0.117, 0.087, 0.133, 0.140, 0.127, 0.090, -0.217, -0.223, -0.213, 0.700, -0.330, -0.348, -0.221, 0.113, 0.117, 0.068, 0.115, 0.100, 0.102, 0.108, 0.108, -0.221, -0.215, -0.218, 0.673, -0.327, -0.312, -0.228, 0.116, 0.120, 0.118, 0.115, 0.105, 0.106, 0.106, 0.110],
  "smiles": "NCCN(B(O)O)S(=O)(=O)F.O=S1(=O)CCCC1.O=S1(=O)CCCC1",
  "homo_lumo_gap_ev": 8.3,
  "largest_force_ev_per_a": 4.44
}